Record 1
Density functional theory data (ωB97M-V with the def2-TZVPD basis set) for 4 unconnected molecules or ions with the total composition C15H25NO9P at a distorted geometry.

Results
E_LUMO (Ha): 0.084
Total charge: -1

```
51
Properties=species:S:1:pos:R:3:forces:R:3
C -0.3642 -1.8144 -1.0193 0.17 -0.18 -0.06
H 1.9096 2.7107 4.1999 0.01 -0.02 0.01
H -1.9817 -7.0681 -0.7973 0.23 0.42 0.06
O -3.5074 -5.8715 1.7018 -0.02 0.19 -0.13
H 1.7768 -2.1436 -1.3292 -0.04 -0.03 0.09
H 0.4888 4.9641 -2.4758 -0.01 0.00 0.00
H -3.9448 -6.7566 -0.3551 0.08 0.21 0.04
H 1.5826 5.8479 -1.4110 0.08 0.00 0.02
H 0.9696 -1.2644 -2.6271 0.01 0.01 -0.01
C 0.7676 4.1258 3.0390 0.19 -0.31 0.13
O 1.8176 2.8215 1.4009 0.18 -0.08 0.07
C 2.4915 3.0045 -2.8464 -0.01 -0.14 0.43
H -4.0544 -3.6011 -0.5737 -0.24 0.09 0.16
H -2.7878 -7.8434 0.9016 0.25 0.22 0.20
H -2.9960 -3.2466 0.8144 0.16 0.05 -0.18
C 1.2007 1.9081 2.3278 -0.13 -0.10 0.16
H 1.7970 0.6362 -1.4623 0.05 0.08 0.19
H -0.3009 -2.3282 -0.0625 -0.06 -0.02 0.04
H 1.1886 3.1124 -1.1438 0.13 -0.11 0.12
C -3.4931 -4.0494 0.2528 0.25 0.19 -0.28
H 3.3934 5.6902 -3.0661 0.01 -0.02 0.02
C 1.2143 -0.0567 -0.8622 -0.09 -0.24 -0.30
H -0.9261 -2.4347 -1.7111 -0.17 0.07 0.05
O -1.0734 -0.5589 -0.8300 -0.01 -0.03 -0.08
O 2.7111 1.8348 -2.9866 0.14 -0.01 -0.40
O 2.6960 3.9068 -3.8362 0.02 0.04 -0.03
O 0.0421 -4.1990 1.2663 0.31 0.11 0.11
C 1.0068 -1.4070 -1.5456 -0.06 0.11 0.04
C 1.9892 3.6913 -1.5968 -0.29 0.29 -0.58
H 0.1846 2.3486 4.2202 -0.05 -0.02 -0.06
H 2.8129 3.7906 -0.8944 0.02 -0.04 0.06
H -5.2532 -5.2760 0.8309 -0.14 0.28 -0.16
C 0.9972 2.7225 3.6019 0.00 0.11 -0.05
C -4.3456 -4.8300 1.2490 0.49 -0.63 0.57
P -2.6749 -6.5338 0.3322 -1.04 -1.29 -0.34
C 2.4388 5.2343 -3.3396 -0.09 0.09 0.08
H 1.9868 5.8181 -4.1384 0.04 -0.07 -0.08
C -0.2033 0.4465 -0.6900 0.13 0.00 0.19
H 1.6596 -0.1650 0.1297 0.01 0.04 0.01
H -0.2816 4.3031 2.7985 0.00 0.06 -0.02
H -4.5747 -4.2050 2.1142 -0.32 0.04 -0.07
O 1.8809 5.0227 1.0541 0.11 0.10 0.17
C 1.5505 4.0947 1.7388 -0.30 0.07 -0.04
H 0.2628 1.5653 1.8888 0.00 0.08 0.01
O -0.5527 1.5720 -0.4283 -0.08 0.05 -0.05
H 1.1338 4.9193 3.6841 -0.08 0.12 -0.07
N -1.0001 -6.3415 1.2140 0.34 0.29 0.11
H 1.8600 1.0549 2.4647 0.09 0.04 -0.08
O -2.5435 -4.9262 -0.2905 0.00 0.07 -0.13
C -0.4754 -5.2673 1.2304 -0.25 -0.14 0.02
C 1.5233 5.0414 -2.1368 0.02 -0.03 0.05
```
Positions in Å, forces in eV/Å.

Atom charges from the Löwdin analysis, given in e for atoms 1 to 2: -0.1245 0.1149

Record 2
Density functional theory data (ωB97M-V with the def2-TZVPD basis set) for 3 unconnected molecules or ions with the total composition C15H25O8 at a distorted geometry.

Results
E_LUMO (Ha): 0.062
Energy above the lowest of the compared OMol25 structures with the same formula, charge and spin (kcal/mol): 0.0
Total charge: -1

```
48
Properties=species:S:1:pos:R:3:forces:R:3
H 3.6338 4.2376 -6.5945 -0.22 -0.13 -0.10
C 2.3834 -2.2055 3.5147 0.04 -1.39 -0.98
H -0.7328 1.8183 -4.5185 -0.28 -0.10 0.23
H 0.7634 -1.6001 1.3291 -1.98 1.08 0.66
H 2.2436 5.1618 -7.2164 0.00 -0.07 0.05
H 0.0521 0.3475 4.8811 0.39 -1.62 -1.54
H -0.8936 -3.2675 1.5609 -1.45 1.89 0.31
O -2.5127 -4.2732 3.3414 -0.83 8.25 -0.42
C -2.9950 -2.3228 4.9057 0.97 0.97 -1.01
H -3.9603 -2.7642 5.3959 1.91 0.67 -1.22
H -2.6790 0.0790 -2.9315 0.08 0.00 -0.01
C -0.3984 -0.0150 2.6838 0.70 -0.13 0.39
H 2.2231 -0.6883 5.2253 -0.79 -0.16 -2.22
O 1.9279 3.1447 -7.0319 -0.89 -0.38 0.45
C 0.2418 -0.5482 4.1127 -0.31 1.31 0.44
C -1.4043 1.6652 -3.6671 -0.24 0.64 -0.95
H -2.0316 -2.5665 5.5671 -2.21 0.43 -1.55
C -0.2073 0.8972 -1.9448 1.74 -0.09 2.08
C 1.3006 -3.4293 3.5526 0.85 -0.23 -0.40
H 2.4360 0.0994 3.5261 -1.40 -1.50 1.02
C 0.7941 2.9720 -6.2915 -1.52 -1.48 -0.50
O -2.5830 -1.9953 2.2892 1.20 -2.84 2.78
O 0.5778 0.8696 -1.0118 -1.68 0.26 -2.40
H 3.3741 -2.5501 4.0673 -1.77 1.06 -0.91
H 1.6313 -4.3227 4.2314 -0.29 1.54 -1.20
H 2.6887 -2.0502 2.3842 -0.40 -0.05 2.07
H -0.4271 -0.4373 0.4453 0.35 -1.44 2.33
C -0.2766 -1.0763 1.4434 -1.09 0.77 -0.92
H -1.5068 0.3090 2.9093 2.00 -0.82 -0.74
O -0.7299 2.0390 -2.4804 0.36 -0.61 0.67
H -1.7245 -0.3528 -4.3723 0.12 -0.01 0.23
C -1.7209 0.2222 -3.4423 -0.78 -0.62 -0.48
H -3.0786 -1.1439 4.7788 0.11 -2.54 0.44
H 0.1676 0.9738 2.3379 -1.04 -2.09 0.84
C 2.5446 4.3312 -6.5693 0.84 0.59 -0.47
O 0.7498 3.8477 -5.2453 -0.27 -0.72 -0.85
O -0.0674 2.1434 -6.5343 1.89 1.80 0.38
H -2.3030 2.2714 -3.8096 0.20 0.02 0.14
H 1.9195 5.5179 -4.8740 -0.16 -0.24 0.01
H 2.6335 3.9440 -4.4423 -0.08 0.04 -0.07
C -1.4337 -2.2415 1.4065 1.36 -0.54 -2.21
C -2.6516 -2.9466 3.4076 0.12 -5.24 0.54
C 1.8634 -0.7698 4.0914 0.24 -0.17 1.00
H 1.0648 -3.8603 2.4774 0.69 0.79 1.84
O -0.6787 -0.2105 -2.5886 0.49 0.65 0.47
C 2.0180 4.4722 -5.1780 0.50 0.63 0.92
H -0.3667 -1.4593 4.5818 1.79 1.73 -1.49
H -1.8696 -2.2671 0.2967 0.73 0.10 2.36
```
Positions in Å, forces in eV/Å.

Atom charges from the Löwdin analysis, given in e for atoms 1 to 2: 0.1380 -0.3936

Q: Look up the total charge of the second one.
A: -1

Repeat the second record exactly.
Density functional theory data (ωB97M-V with the def2-TZVPD basis set) for 3 unconnected molecules or ions with the total composition C15H25O8 at a distorted geometry.

Results
E_LUMO (Ha): 0.062
Energy above the lowest of the compared OMol25 structures with the same formula, charge and spin (kcal/mol): 0.0
Total charge: -1

```
48
Properties=species:S:1:pos:R:3:forces:R:3
H 3.6338 4.2376 -6.5945 -0.22 -0.13 -0.10
C 2.3834 -2.2055 3.5147 0.04 -1.39 -0.98
H -0.7328 1.8183 -4.5185 -0.28 -0.10 0.23
H 0.7634 -1.6001 1.3291 -1.98 1.08 0.66
H 2.2436 5.1618 -7.2164 0.00 -0.07 0.05
H 0.0521 0.3475 4.8811 0.39 -1.62 -1.54
H -0.8936 -3.2675 1.5609 -1.45 1.89 0.31
O -2.5127 -4.2732 3.3414 -0.83 8.25 -0.42
C -2.9950 -2.3228 4.9057 0.97 0.97 -1.01
H -3.9603 -2.7642 5.3959 1.91 0.67 -1.22
H -2.6790 0.0790 -2.9315 0.08 0.00 -0.01
C -0.3984 -0.0150 2.6838 0.70 -0.13 0.39
H 2.2231 -0.6883 5.2253 -0.79 -0.16 -2.22
O 1.9279 3.1447 -7.0319 -0.89 -0.38 0.45
C 0.2418 -0.5482 4.1127 -0.31 1.31 0.44
C -1.4043 1.6652 -3.6671 -0.24 0.64 -0.95
H -2.0316 -2.5665 5.5671 -2.21 0.43 -1.55
C -0.2073 0.8972 -1.9448 1.74 -0.09 2.08
C 1.3006 -3.4293 3.5526 0.85 -0.23 -0.40
H 2.4360 0.0994 3.5261 -1.40 -1.50 1.02
C 0.7941 2.9720 -6.2915 -1.52 -1.48 -0.50
O -2.5830 -1.9953 2.2892 1.20 -2.84 2.78
O 0.5778 0.8696 -1.0118 -1.68 0.26 -2.40
H 3.3741 -2.5501 4.0673 -1.77 1.06 -0.91
H 1.6313 -4.3227 4.2314 -0.29 1.54 -1.20
H 2.6887 -2.0502 2.3842 -0.40 -0.05 2.07
H -0.4271 -0.4373 0.4453 0.35 -1.44 2.33
C -0.2766 -1.0763 1.4434 -1.09 0.77 -0.92
H -1.5068 0.3090 2.9093 2.00 -0.82 -0.74
O -0.7299 2.0390 -2.4804 0.36 -0.61 0.67
H -1.7245 -0.3528 -4.3723 0.12 -0.01 0.23
C -1.7209 0.2222 -3.4423 -0.78 -0.62 -0.48
H -3.0786 -1.1439 4.7788 0.11 -2.54 0.44
H 0.1676 0.9738 2.3379 -1.04 -2.09 0.84
C 2.5446 4.3312 -6.5693 0.84 0.59 -0.47
O 0.7498 3.8477 -5.2453 -0.27 -0.72 -0.85
O -0.0674 2.1434 -6.5343 1.89 1.80 0.38
H -2.3030 2.2714 -3.8096 0.20 0.02 0.14
H 1.9195 5.5179 -4.8740 -0.16 -0.24 0.01
H 2.6335 3.9440 -4.4423 -0.08 0.04 -0.07
C -1.4337 -2.2415 1.4065 1.36 -0.54 -2.21
C -2.6516 -2.9466 3.4076 0.12 -5.24 0.54
C 1.8634 -0.7698 4.0914 0.24 -0.17 1.00
H 1.0648 -3.8603 2.4774 0.69 0.79 1.84
O -0.6787 -0.2105 -2.5886 0.49 0.65 0.47
C 2.0180 4.4722 -5.1780 0.50 0.63 0.92
H -0.3667 -1.4593 4.5818 1.79 1.73 -1.49
H -1.8696 -2.2671 0.2967 0.73 0.10 2.36
```
Positions in Å, forces in eV/Å.

Atom charges from the Löwdin analysis, given in e for atoms 1 to 2: 0.1380 -0.3936

Q: total charge of number 2 (C15H25O8)?
A: -1

Q: What is the total charge in the second record?
A: -1